A molecular structure, C15H12BrF2N2O2PdS. Source: OMol25; level of theory: ωB97M-V/def2-TZVPD.

```
36
Properties=species:S:1:pos:R:3:forces:R:3
Pd -1.4022 1.3940 -3.6667 0.0 0.0 0.0
C 1.9351 -0.2869 -4.3308 0.0 0.0 0.0
O 1.2778 -0.7756 -3.1729 0.0 0.0 0.0
C 1.8137 -0.4382 -1.9727 0.0 0.0 0.0
C 3.1365 -0.1039 -1.7672 0.0 0.0 0.0
C 3.5609 0.1721 -0.4708 0.0 0.0 0.0
Br 5.3905 0.6161 -0.1940 0.0 0.0 0.0
C 2.7055 0.1344 0.5986 0.0 0.0 0.0
C 1.3565 -0.1778 0.3869 0.0 0.0 0.0
C 0.9099 -0.4650 -0.8964 0.0 0.0 0.0
O -0.3837 -0.7892 -1.1176 0.0 0.0 0.0
C 0.4503 -0.1414 1.5422 0.0 0.0 0.0
N 0.8443 0.0088 2.7846 0.0 0.0 0.0
C -0.3192 0.0220 3.5268 0.0 0.0 0.0
C -0.5047 0.1550 4.9026 0.0 0.0 0.0
C -1.7976 0.1360 5.3898 0.0 0.0 0.0
C -2.9000 -0.0123 4.5333 0.0 0.0 0.0
C -2.7376 -0.1461 3.1670 0.0 0.0 0.0
C -1.4335 -0.1265 2.6843 0.0 0.0 0.0
N -0.9079 -0.2320 1.4214 0.0 0.0 0.0
H 2.8821 -0.8092 -4.4957 0.0 0.0 0.0
H 2.0998 0.7896 -4.2477 0.0 0.0 0.0
H 1.2632 -0.4830 -5.1619 0.0 0.0 0.0
H 3.8330 -0.0560 -2.5905 0.0 0.0 0.0
H 3.0335 0.3595 1.6023 0.0 0.0 0.0
H -0.6354 -0.5678 -2.0355 0.0 0.0 0.0
H 0.3479 0.2717 5.5590 0.0 0.0 0.0
H -1.9695 0.2394 6.4540 0.0 0.0 0.0
H -3.8983 -0.0198 4.9522 0.0 0.0 0.0
H -3.5861 -0.2576 2.5044 0.0 0.0 0.0
H -1.3755 -0.3481 0.5346 0.0 0.0 0.0
F -2.7993 -0.9708 -2.6337 0.0 0.0 0.0
C -3.0301 0.1571 -3.4376 0.0 0.0 0.0
F -3.4574 -0.3826 -4.6636 0.0 0.0 0.0
H -3.9297 0.6163 -3.0109 0.0 0.0 0.0
S 0.2271 2.5177 -2.6779 0.0 0.0 0.0
```
Forces are in eV/Å.

The LUMO energy (spin up / spin down) comes out at 2.61 / 2.03 eV. As for the frontier orbital gap (spin up / spin down): 0.2586 / 0.2443 Eh. Its spin multiplicity is 3. The total charge is -1. As for the expectation value of S²: 2.013.


A molecular structure, C8H17N4. Source: OMol25; level of theory: ωB97M-V/def2-TZVPD.

```
29
Properties=species:S:1:pos:R:3:forces:R:3
C 2.7785 -0.5468 -1.0305 1.1 0.4 -4.2
C 2.4486 1.2881 1.0674 0.4 -2.8 -1.2
C 2.1405 1.7398 -0.3455 1.3 0.9 -0.2
C -3.6497 0.6886 -0.2564 -1.1 2.6 -0.9
C -0.4812 -2.1038 0.6719 2.0 0.5 1.1
C -2.5709 -0.2906 -0.6225 0.3 2.0 1.0
C -1.2186 0.2481 -0.0827 0.7 -3.3 1.7
C -0.1817 -0.9066 -0.2555 -1.6 -0.4 -1.5
N 2.1125 -1.4526 -0.4255 2.1 -0.4 1.2
N 1.3300 0.2530 1.2044 1.3 2.0 1.8
N 1.8144 0.4872 -1.0370 0.1 0.9 1.3
N 1.2036 -0.3984 -0.0159 -2.3 -1.2 0.2
H 3.6100 -0.5037 -1.8333 -1.0 -0.7 1.9
H 3.4243 0.6584 0.8261 -1.3 1.5 1.6
H 2.4874 2.0477 1.8821 0.0 -0.9 -0.6
H 1.3518 2.4646 -0.4727 -0.3 0.1 0.0
H 3.0973 2.1443 -0.7320 -0.7 -0.1 -0.3
H -3.8885 0.5120 0.8519 -0.2 0.8 -1.8
H -4.5476 0.6719 -1.0008 1.2 -0.5 1.8
H -3.2500 1.7686 -0.4943 -0.8 -1.7 1.1
H -0.5961 -1.6536 1.6918 -0.3 -1.1 -0.6
H -1.2842 -2.6778 0.3204 -2.1 0.2 -0.3
H 0.1935 -3.0057 0.6671 0.5 1.6 0.1
H -2.5435 -0.4321 -1.6832 0.4 -0.1 -0.7
H -2.9084 -1.1688 -0.1568 0.3 -1.6 0.5
H -1.0211 0.5779 0.9689 -1.6 -0.7 -0.2
H -0.9124 1.1351 -0.5019 0.6 1.9 -2.2
H -0.2645 -1.2916 -1.3194 0.8 0.7 1.0
H 1.3259 -0.2530 2.1139 -0.1 -0.3 -1.6
```
Forces are in eV/Å.

The LUMO energy comes out at -3.59 eV. As for the frontier orbital gap: 0.3921 Eh. The total charge is +1.


2 unconnected molecules or ions with the total composition C16H13Cl4O3. Source: OMol25; level of theory: ωB97M-V/def2-TZVPD.

```
36
Properties=species:S:1:pos:R:3:forces:R:3
Cl 5.8168 -5.7063 1.4111 0.0 0.0 0.0
C 4.6271 -4.5030 1.6617 0.1 1.8 -1.6
C 4.5547 -3.4011 0.8237 0.4 -1.8 0.9
Cl 5.6207 -3.2188 -0.4880 0.2 0.0 -0.3
C 3.5481 -2.3480 0.9807 -1.2 1.8 -0.7
O 3.4132 -1.4346 0.1750 0.4 -1.4 1.2
C 2.6542 -2.4067 2.2454 -0.1 1.6 0.0
O 2.0099 -1.4378 2.6220 1.1 -1.5 -0.7
C 2.7654 -3.6499 3.0211 0.9 -1.6 0.1
Cl 1.7094 -3.7668 4.3469 -0.1 -0.1 0.2
C 3.7046 -4.6387 2.7565 -1.8 1.5 0.8
Cl 3.7957 -6.0308 3.7487 0.0 -0.1 0.1
C -3.0631 3.6070 -0.7031 -0.2 0.1 -0.1
C -2.2128 2.6757 -1.5754 0.2 -0.5 0.4
C -2.9793 2.3537 -2.8578 0.0 0.1 0.0
C -0.9358 3.4459 -1.9357 0.1 0.1 -0.2
C -1.8331 1.4117 -0.7809 0.0 0.1 -0.2
C -2.1618 0.0916 -1.1584 -0.1 0.8 0.2
C -1.7264 -0.9906 -0.4206 1.0 -0.5 0.7
C -0.6986 -0.8620 0.6199 -0.9 1.6 -0.9
O 0.0712 -1.7838 0.9798 -0.2 -0.6 0.5
C -0.6190 0.5100 1.1332 0.4 -1.0 -0.1
C -1.1001 1.5773 0.4126 -0.4 -0.1 -0.3
H -2.5231 3.9126 0.1983 -0.1 -0.1 -0.1
H -3.3135 4.5125 -1.2665 0.0 0.1 0.0
H -3.9974 3.1256 -0.3967 0.1 0.0 0.0
H -2.3859 1.7275 -3.5335 -0.1 0.0 0.1
H -3.9271 1.8469 -2.6444 0.1 0.0 0.0
H -3.2101 3.2877 -3.3838 0.0 -0.1 0.0
H -0.2671 2.8390 -2.5548 -0.1 0.0 0.1
H -1.1951 4.3507 -2.4952 0.1 0.1 0.0
H -0.3880 3.7501 -1.0381 -0.1 -0.1 -0.1
H -2.7716 -0.0911 -2.0504 0.1 0.1 0.4
H -2.0334 -2.0037 -0.6709 0.2 0.1 -0.2
H -0.0524 0.6544 2.0514 0.1 0.0 -0.2
H -0.8963 2.5938 0.7663 0.0 -0.3 0.0
```
Forces are in eV/Å.

The LUMO energy comes out at 0.34 eV. As for the frontier orbital gap: 0.1167 Eh. The total charge is -1.


C2H3N5O in the gas phase. Source: OMol25; level of theory: ωB97M-V/def2-TZVPD.

```
11
Properties=species:S:1:pos:R:3:forces:R:3
H -1.7517 1.7402 0.9841 -0.1 0.8 -0.3
N -1.2324 1.0662 0.4452 5.1 2.7 -2.7
C -0.1381 1.6515 -0.5068 -5.5 -4.6 1.2
N 0.5394 0.5994 -1.2411 0.2 3.1 2.9
C 0.7645 -0.4210 -0.4337 -1.9 -2.8 -1.7
N 1.0334 -1.7805 -1.0377 2.0 -0.3 0.7
N 0.9408 -2.7081 -0.1540 -1.8 5.7 -2.0
O 0.3402 -2.0595 0.8919 0.6 -1.7 3.6
N 0.4112 -0.6641 0.8326 -0.7 -1.6 -0.8
H -0.2885 2.7072 -0.9471 0.7 -1.8 0.8
H -0.6188 -0.1313 1.1666 1.4 0.6 -1.8
```
Forces are in eV/Å.

The LUMO energy comes out at -1.28 eV. As for the frontier orbital gap: 0.2934 Eh. The SMILES is [H]/N=C/N=c1/nno[nH]1.


E readings, ordered: -4138.65164 -533.59712 -2683.96680 -426.78038 Ha
ΔE to the lowest compared entry with this formula, charge and spin readings, ordered: 0.0 504.4 169.7 727.9 kJ/mol
Maximum force readings, ordered: 0.04 4.36 2.47 7.29 eV Å⁻¹